87
Properties=species:S:1:pos:R:3:forces:R:3:mulliken_charge:R:1 method="wB97M-V/def2-TZVPD" e_tot_ev=-74652.7102 lumo_ev="2.42 / 2.38" s_squared=6.001 charge=-1 mol_weight_da=557.268 multiplicity=5
H -3.352994 4.045215 1.644667 -0.4 -0.5 -0.4 0.32
C -5.775514 -0.118595 -1.315003 0.1 -0.2 0.6 -1.13
H -2.081784 -2.135515 -1.365283 0.2 0.7 -0.2 0.04
C 0.587866 5.178135 -0.781883 0.5 -1.1 -0.5 0.25
O -1.039374 0.645855 -3.357403 0.1 -0.1 -1.7 -0.63
C 1.896886 2.550325 -3.292693 0.3 -0.6 -0.5 -0.17
H -4.102154 -0.390425 0.076237 0.1 -0.5 -0.3 -0.23
F -1.341374 -0.098795 0.216177 -0.5 0.1 -0.4 -0.37
H 3.830426 -3.796725 -0.260013 0.1 0.2 0.2 0.31
O -0.280024 1.320525 3.482987 0.1 -0.5 0.0 -0.26
C 3.062136 -4.365325 0.263937 1.0 0.0 0.2 -1.66
O 0.791326 -4.475725 0.753907 -0.7 -0.6 1.8 -0.66
H 1.542726 2.235755 3.810517 -0.2 0.5 0.1 0.60
O 2.949836 -0.489755 -2.335773 -0.2 -1.4 -0.6 -0.69
H 2.551416 -0.876755 1.580007 -0.3 -0.6 0.5 0.10
H -2.018164 -3.452445 0.317287 -0.2 0.2 0.8 0.22
C -5.064074 0.116845 0.002107 0.8 -0.3 -0.3 0.66
C 0.758976 -2.003185 5.260927 0.9 -0.3 -1.0 -1.01
C 0.818076 -3.046295 4.138027 -0.8 -0.2 1.2 -0.33
H 2.030476 3.576335 -3.635553 0.2 0.0 0.0 0.36
H 2.970996 0.576835 0.214357 0.0 -0.1 -0.1 -0.12
H -0.120514 4.388575 -1.032623 -0.2 -0.5 1.1 -0.09
H 2.226426 -2.440165 -2.668403 -0.2 0.1 0.3 -0.06
H -0.173734 -1.446455 5.170407 -0.1 -0.2 0.6 0.12
F 0.352466 -0.135225 -1.311713 0.6 -0.7 -1.7 0.67
H -1.980414 1.841265 -2.031333 -0.3 0.4 0.1 -0.08
H 2.188486 5.815525 0.510167 -0.2 0.2 0.1 0.42
C 1.538576 4.946965 0.403787 -0.8 0.3 -0.8 -0.89
H -6.773614 0.303165 -1.196633 0.0 0.3 -0.4 0.37
H -2.368714 2.541445 2.066797 -0.8 -0.1 0.4 0.13
H -2.674984 1.961695 -3.650953 0.5 -0.1 -0.4 0.39
H -1.464514 2.519545 0.127157 0.1 0.0 0.3 0.08
H 1.135206 1.985665 2.140187 0.3 -0.6 -0.2 -0.02
H 3.885966 1.145015 1.583617 0.5 0.4 -0.3 0.24
H -0.530174 2.029855 4.079547 -0.4 -0.1 -0.1 0.25
C -2.426844 3.483705 1.521947 0.6 -0.3 1.6 -0.60
H -0.013834 -3.744985 4.226697 0.0 -0.3 0.6 0.32
H 1.173526 5.089205 -1.696863 0.6 1.0 -0.3 0.26
O -1.846114 -3.877155 -0.526283 -0.2 -2.6 1.5 -0.63
H -0.558084 0.291705 -2.606043 -0.2 0.1 0.0 0.30
H -0.498484 -4.256905 -2.855623 0.0 -0.2 0.1 0.29
H -0.424584 -2.480945 -0.946153 0.3 -0.1 -0.3 -0.44
H -5.170334 0.346095 -2.093403 -0.4 0.1 -0.2 0.29
H 1.714736 0.669005 3.344767 -0.4 -0.5 -0.8 0.09
H -2.969404 0.562975 -2.637183 -0.2 -0.2 -0.1 0.19
H -5.919944 -1.173185 -1.549703 0.2 -0.1 0.1 0.26
C 1.077286 1.525875 3.126767 0.9 1.2 0.8 -0.57
H 2.331256 -0.555045 -1.604543 -0.1 0.4 0.2 0.10
F 0.041816 1.677805 -0.000043 0.4 -0.1 0.1 -0.26
H 2.212266 4.121345 0.174477 -0.3 -0.3 0.2 0.20
C -2.207484 1.281725 -2.938783 -0.3 0.0 1.5 -0.30
H -4.749844 1.160275 0.026817 -0.4 0.5 0.4 0.05
H 2.994466 0.910585 -3.280513 -0.2 -0.2 0.4 0.50
H 1.752016 2.559465 -2.212403 0.1 0.0 0.2 -0.16
C 3.793726 0.317185 0.880547 0.1 0.2 0.3 -0.32
H 1.753996 -3.602215 4.193807 0.2 0.0 -0.3 0.29
C 1.740496 -3.711185 0.109997 0.0 0.1 -2.3 1.06
C 2.522856 -1.548815 -3.221323 0.3 -0.5 0.1 -0.30
H 0.940786 4.797795 1.302957 0.3 -0.1 0.2 0.13
H -0.011824 -4.611135 0.245747 -0.4 0.3 -0.2 0.39
H 1.730746 -2.649045 0.354667 0.1 0.1 0.6 -0.24
O -5.887394 -0.283145 1.072957 -0.5 0.2 0.1 -0.58
H 0.693726 -3.082005 2.214437 -0.3 -0.5 -0.5 0.13
H 0.984696 2.163255 -3.746753 -0.2 0.0 0.0 0.21
B -0.035424 0.283185 -0.090823 -0.4 1.0 0.4 -0.23
O -0.143464 6.377945 -0.645033 0.3 0.3 -0.1 -0.59
O -2.095084 3.238135 0.214467 -0.5 0.7 -1.8 -0.59
O 3.029086 1.772155 -3.702543 -0.2 1.3 -0.4 -0.68
H 3.085226 -5.360455 -0.180243 -0.3 -0.1 0.1 0.41
F 0.809626 -0.342785 0.811407 0.6 -0.3 1.2 0.57
H 3.352766 -1.906875 -3.830543 0.2 0.5 -0.1 0.34
O 0.608576 -2.424145 2.908387 0.6 1.4 -0.7 -0.39
H -0.954084 -2.648635 -3.406753 0.3 0.1 -0.1 0.31
C -1.239744 -3.465585 -2.744113 0.6 0.4 -0.7 -1.48
H 3.297896 -4.443995 1.325217 0.3 0.0 0.0 0.34
H -2.196034 -3.793575 -3.151603 -0.1 -0.2 0.4 0.37
H -5.337434 -0.488755 1.832477 0.2 0.0 0.1 0.31
C -1.334514 -2.928795 -1.345583 -0.7 1.8 -1.4 1.09
H 1.505196 -3.724775 -0.954213 0.0 0.1 -0.4 -0.07
H 0.989726 -2.488085 6.209467 -0.7 0.0 0.2 0.42
H 4.682316 0.145575 0.273057 0.1 0.2 0.2 0.33
H 1.582316 -1.299945 5.135707 0.0 0.2 -0.2 0.23
H 1.685126 -1.284445 -3.866623 0.0 0.4 0.0 0.20
Ti -1.032254 -0.651835 2.332177 -0.4 -0.9 1.0 0.31
O 3.506296 -0.830505 1.667477 -0.3 -0.1 -0.5 -0.55
H -0.803664 6.323105 -1.339823 -0.2 0.3 0.1 0.34
H -1.712864 4.107695 2.059517 0.6 0.4 -0.1 0.21

98
Properties=species:S:1:pos:R:3:forces:R:3:mulliken_charge:R:1 method="wB97M-V/def2-TZVPD" e_tot_ev=-64773.1721 relative_energy_kj_mol=106.3 lumo_ev=0.43 smiles="COC[C@H](C)N.COC[C@H](C)N.NC(N)=O.NC(N)=O.NC(N)=O.NC(N)=O.NC(N)=O.NC(N)=O.NC(N)=O.NC(N)=O" mol_weight_da=658.724
H 2.234176 0.601118 5.378653 -0.2 0.5 -1.1 0.24
C 2.197995 2.007510 3.730373 1.4 -2.0 0.7 0.29
C 3.687013 -2.041550 -3.063748 -0.3 0.3 0.9 -0.96
H -4.167760 -1.731288 -3.798773 0.1 -0.8 0.0 0.38
N -2.961173 -3.997511 0.880215 -0.1 0.3 0.7 -0.45
H 3.333398 0.282515 4.083531 -0.7 0.8 0.0 0.23
O -0.194507 0.861191 5.945487 -0.5 -0.2 -0.2 -0.77
H 3.468183 3.900438 -2.532512 0.3 -0.7 1.2 0.22
H -3.898671 -0.071792 -3.869737 -0.2 0.7 0.1 0.38
H -5.510317 -1.157888 1.862512 -0.3 -0.3 -0.2 0.20
H -1.015573 -3.626690 -2.718410 -0.5 -1.2 -0.3 0.35
O -2.471461 2.622492 0.301878 -0.2 0.2 -0.3 -0.81
H 0.573357 1.294769 -3.813130 0.3 0.2 0.5 0.24
C 2.588381 -0.341969 -1.801545 0.8 -0.1 0.5 -0.74
N -1.252598 0.297407 4.039132 0.6 0.3 -2.5 0.47
N 1.149259 1.968026 -3.316885 -0.1 0.8 -1.1 0.02
H 3.664269 2.988462 1.393411 -0.3 -0.1 0.1 0.51
N 4.000627 3.413035 0.541430 0.4 -0.3 0.8 -0.41
H -1.944330 -0.212432 3.545672 -1.0 -0.6 0.1 -0.02
H -3.854455 -2.857855 3.713674 0.1 0.1 -0.2 0.22
C -1.364735 -2.623896 -2.651254 0.2 0.4 -0.7 -0.51
H -2.524994 -3.576425 0.104301 0.7 0.2 -1.3 0.08
H -1.500489 -2.172888 -3.649884 0.5 -0.2 0.2 0.38
H 0.690102 2.134716 0.354297 -0.8 0.2 -0.4 0.05
H 1.157879 3.682009 3.999566 0.0 0.0 -0.4 0.25
O -4.526149 -0.155978 3.914038 -0.2 0.4 -0.6 -0.68
H -0.620777 1.629551 1.289181 -0.3 -0.7 1.0 -0.06
H -1.640627 4.268632 -1.390216 -0.4 0.5 -0.3 0.21
C -4.551254 0.378238 2.794426 0.9 -0.2 -0.3 0.36
O 2.869927 2.344843 2.770057 -0.1 0.1 0.0 -0.78
N 1.110956 2.689737 4.160855 0.0 0.7 -0.1 -0.26
N 2.512551 0.807382 4.406470 -0.1 0.2 0.2 -0.32
H -3.197966 -0.016745 5.560900 -0.9 -0.1 -0.7 0.24
H -0.539898 0.647152 3.396202 0.0 -0.1 1.1 -0.25
N -3.903943 -3.393837 2.853197 -0.2 0.3 1.2 -0.48
H 0.794673 2.676418 -5.744392 0.0 -0.2 0.0 0.17
H -5.242876 0.985284 -1.898293 0.2 0.2 0.1 0.21
H -5.064182 0.223641 0.836589 -0.5 -0.1 -1.4 0.22
H -0.216231 -2.576455 0.146130 -0.8 0.1 0.4 0.24
C -4.492700 -0.812299 -3.350293 -0.3 -0.4 0.8 -1.63
H 1.621389 -0.029193 -1.338121 0.8 -0.7 -0.2 -0.16
H -0.534773 -2.181933 -2.123033 0.2 0.9 0.2 -0.01
N -4.686980 0.473014 -1.228542 0.6 -0.2 0.3 -0.48
O 1.606691 4.192260 -3.087626 0.0 -0.5 -0.5 -0.74
H 4.194482 -3.182952 -0.592332 0.0 0.0 0.5 0.27
H -4.265203 -4.316655 3.039160 0.1 -0.1 -0.5 0.23
H 1.344096 1.953944 -2.330130 0.2 -0.6 0.5 -0.30
H -3.699236 1.921859 1.651772 0.2 0.1 -0.5 0.34
N 0.682989 -1.427598 2.174518 0.5 -0.3 -2.2 -0.06
H -2.468089 -1.048791 -0.547771 0.1 0.0 1.2 0.25
C -4.266710 -0.820086 -1.814850 0.1 0.2 -0.5 0.48
N -0.329983 1.954629 0.408413 1.2 0.3 -0.5 0.31
H 4.829326 3.975461 0.637747 -0.1 -0.1 -0.4 0.16
H 0.013034 3.653651 -1.431443 -1.2 0.2 0.3 0.12
H -5.565768 -0.747275 -3.544790 0.1 0.4 -0.2 0.44
H 2.710040 0.228213 -2.722129 0.2 0.3 0.2 0.86
C -1.194636 0.421006 5.353454 -0.1 0.2 2.9 0.41
C -1.314603 2.732288 -0.121964 0.1 0.2 -0.1 0.42
H 0.887414 4.315835 -5.565180 0.4 1.4 0.0 0.25
O 2.332125 2.481150 -0.710797 1.6 0.4 0.1 -0.11
H -3.371222 2.004514 3.323566 -0.7 -0.6 -0.6 0.25
H 3.447434 -0.135054 -1.075479 -1.3 -0.2 -0.9 0.11
H -3.941623 1.068741 -0.843880 -0.2 -0.3 -0.6 0.14
H -2.163315 -0.492745 -2.171442 -0.5 -0.6 0.5 0.17
N -0.983315 3.573240 -1.140480 1.8 -0.9 0.1 -0.26
H 1.227543 -2.787422 -0.728962 -0.1 0.5 1.2 0.27
N 0.771822 -2.610598 0.185797 1.4 -0.1 -0.4 -0.32
C 3.434540 3.092481 -0.624459 -1.6 0.9 -0.6 0.20
H -4.925656 -1.598809 -1.388199 0.4 0.1 -0.1 0.11
O -1.965514 -2.392161 2.294496 0.2 0.1 -0.9 -0.59
N -2.337641 0.012982 6.048292 1.4 0.1 -0.8 -0.35
N -5.050398 -0.297498 1.673978 1.3 1.7 2.8 -0.29
H 6.017348 -3.314334 -3.774598 0.5 0.5 0.7 0.34
C 1.494185 -1.880581 1.160460 -2.4 -0.7 -2.1 0.39
O 2.563297 -1.721173 -2.197115 0.1 -0.5 -0.6 -0.25
H 3.846849 -1.225105 -3.728991 0.0 0.8 -0.8 0.32
H -0.289314 -1.620369 2.262387 -0.4 -0.7 -0.3 0.21
H 1.136167 -1.148897 2.962560 1.5 1.1 2.5 0.26
H 6.514295 -1.605666 -3.690401 -0.5 -0.2 0.2 0.37
C -2.826079 -3.201104 2.011183 -2.0 -1.0 0.5 0.44
H -2.394708 0.072746 7.041400 0.5 0.3 0.3 0.22
H 3.566375 -2.957538 -3.656913 -0.7 0.1 0.4 0.41
C 4.916091 -2.223024 -2.243362 2.1 0.3 0.7 0.94
H 5.680196 -3.722837 -1.193497 -0.1 -0.3 0.7 0.23
H 7.086526 -2.624584 -2.408033 -0.7 -0.3 -0.3 0.42
N 4.066991 3.618858 -1.723843 -0.9 0.0 -1.7 -0.47
H -3.904539 -4.329225 0.646033 0.7 0.4 0.4 0.29
C -2.791489 -1.202098 -1.551827 -0.6 1.9 -1.4 -0.19
C 6.202729 -2.462774 -3.066594 -0.1 -0.1 -1.0 -1.60
H 5.178083 -1.307481 -1.654181 -0.7 -0.4 -0.2 0.02
O 2.667038 -1.668730 0.969223 0.8 0.2 1.1 -0.62
O -2.588767 -2.515086 -1.975091 0.2 -0.8 0.5 -0.45
H 0.794038 2.476175 5.076489 -0.6 -0.6 0.8 0.24
C 1.264860 3.235985 -3.791221 -1.2 1.2 -1.0 0.59
H 4.784552 4.299776 -1.600626 0.4 0.1 0.5 0.22
N 0.824696 3.451968 -5.109469 0.2 -2.0 1.1 -0.44
N -3.976184 1.643069 2.573087 -0.7 -1.3 1.1 -0.34
N 4.753427 -3.391536 -1.399750 0.0 -0.1 -0.6 -0.66